2 unconnected molecules or ions with the total composition C3H10N2 at a distorted geometry, computed with ωB97M-V/def2-TZVPD.

Each line ends with the Löwdin charge.
Atoms and positions in Å:
C (-0.232691, 0.747971, -2.173474)  -0.183
N (0.875009, 1.424137, -1.423344)  -0.069
H (-0.228700, -0.323111, -1.924709)  0.055
H (-1.200394, 1.101164, -1.795960)  0.060
H (-0.116930, 0.860166, -3.249594)  0.065
H (1.248992, 0.676444, -0.854562)  0.024
H (1.585181, 1.613113, -2.118519)  0.046
C (0.236780, -1.698701, 1.278935)  -0.007
C (-0.557108, -0.978629, 2.062061)  -0.281
N (-0.726868, 0.437941, 2.018862)  0.003
H (0.625632, -1.358934, 0.325286)  0.032
H (0.434909, -2.742785, 1.500233)  0.046
H (-1.224848, -1.490631, 2.738898)  0.087
H (-0.000858, 0.912467, 2.537102)  0.071
H (-0.718106, 0.819388, 1.078784)  0.052

Atomic forces in eV per Å
C 0.0 -0.3 1.0
N -0.6 -0.7 -0.7
H 0.0 0.1 -0.4
H 0.1 0.2 -0.5
H -0.3 0.1 0.1
H 0.4 0.3 0.3
H 0.3 0.2 0.2
C -0.3 -0.5 -0.3
C 0.2 0.2 -0.4
N -0.5 0.1 -0.4
H 0.5 0.5 0.4
H -0.5 -0.1 -0.2
H 0.4 0.0 0.7
H 0.0 -0.1 0.1
H 0.1 -0.1 0.0

Computed properties:
SMILES: C=CN.CN
energy relative to the best compared isomer or geometry (same formula, charge and spin): 37.4 kcal/mol
gap between HOMO and LUMO: 10.21 eV